(1)
Formula: C27H23BrCrN6O4SSe
Source: the OMol25 dataset
Level of theory: ωB97M-V/def2-TZVPD

Last column: Mulliken spin population.
CARTESIAN COORDINATES (ANGSTROEM)
Cr -0.097 0.633 -0.699  1.11
O -1.217 1.519 -1.930  -0.02
C -1.978 2.574 -1.741  0.00
C -2.894 2.922 -2.747  0.00
C -3.727 4.014 -2.617  0.00
C -3.680 4.815 -1.476  0.00
C -2.774 4.494 -0.484  0.00
C -1.918 3.397 -0.589  0.01
C -1.034 3.123 0.538  0.00
N -0.234 2.138 0.590  -0.01
N 0.453 1.927 1.792  -0.01
C 1.032 0.768 1.731  0.00
O 0.989 -0.031 0.699  -0.03
C 1.799 0.296 2.910  0.00
C 1.659 0.904 4.154  0.00
C 2.371 0.427 5.243  0.00
C 3.231 -0.656 5.095  0.00
C 3.372 -1.262 3.854  0.00
C 2.652 -0.792 2.765  0.00
H -2.929 2.289 -3.625  0.00
H -4.428 4.247 -3.409  0.00
H -4.340 5.665 -1.368  0.00
H -2.716 5.104 0.412  0.00
H -1.084 3.776 1.408  0.00
H 0.989 1.748 4.246  0.00
H 2.258 0.899 6.211  0.00
H 3.784 -1.029 5.949  0.00
H 4.043 -2.103 3.735  0.00
H 2.731 -1.261 1.794  0.00
Br 2.311 -1.843 -2.190  0.00
C 0.463 -1.916 -2.502  0.02
C -0.015 -2.814 -3.447  0.00
C -1.382 -2.997 -3.538  0.01
C -2.206 -2.354 -2.630  0.00
C -1.638 -1.457 -1.752  0.00
N -0.329 -1.163 -1.754  -0.03
C -2.436 -0.860 -0.601  0.00
O -3.567 -1.304 -0.415  0.00
O -1.816 -0.010 0.117  -0.01
H 0.682 -3.350 -4.073  0.00
H -1.792 -3.671 -4.280  0.00
H -3.269 -2.536 -2.560  0.00
C -2.353 -3.163 4.790  0.00
N -1.386 -3.082 3.721  0.00
C -1.616 -3.133 2.386  0.00
N -2.909 -3.226 1.997  0.00
S -0.310 -3.112 1.335  0.00
H -1.978 -2.610 5.650  0.00
H -2.555 -4.194 5.097  0.00
H -3.298 -2.703 4.506  0.00
H -0.408 -3.110 3.957  0.00
H -3.623 -2.976 2.659  0.00
H -3.113 -2.882 1.063  0.00
Se 1.810 2.027 -1.676  -0.03
C 3.076 1.306 -2.902  0.00
C 4.298 0.790 -2.478  0.00
C 5.188 0.284 -3.410  0.00
N 4.966 0.265 -4.727  0.00
C 3.807 0.788 -5.130  0.00
C 2.850 1.316 -4.277  0.00
H 4.539 0.773 -1.422  0.00
H 6.133 -0.139 -3.084  0.00
H 3.634 0.783 -6.202  0.00
H 1.929 1.726 -4.669  0.00

total charge: -1
lowest unoccupied orbital energy (spin up / spin down): 2.23 / 2.41 eV
spin multiplicity: 2
total energy: -8090.4751 hartree

(2)
Formula: C11H70NO23
Source: the OMol25 dataset
Level of theory: ωB97M-V/def2-TZVPD

Last column: Löwdin charge in e.
CARTESIAN COORDINATES (ANGSTROEM)
C 20.973 24.470 48.063  -0.12
C 20.021 24.063 49.060  -0.22
C 19.193 22.750 48.724  -0.09
C 20.132 21.486 48.283  -0.05
N 19.385 20.358 47.678  -0.17
C 18.348 19.853 48.653  -0.03
C 18.806 18.443 49.011  -0.12
C 20.224 18.362 48.681  -0.15
C 20.284 19.247 47.511  -0.11
C 18.793 20.772 46.350  -0.09
C 19.646 21.344 45.270  -0.22
C 19.032 21.314 43.944  -0.07
H 21.964 24.056 47.923  0.10
H 21.202 25.588 48.186  0.12
H 20.673 24.449 47.165  -0.02
H 19.183 24.793 49.484  0.14
H 20.677 23.873 49.946  0.10
H 18.509 23.002 47.795  0.12
H 18.479 22.616 49.359  0.00
H 20.621 21.296 49.227  0.14
H 20.916 21.802 47.783  0.07
H 17.452 19.943 48.091  0.12
H 18.325 20.537 49.449  0.09
H 18.367 17.687 48.421  0.09
H 18.723 18.087 50.164  0.18
H 20.683 17.373 48.436  0.13
H 20.688 18.838 49.445  0.08
H 19.955 18.783 46.781  0.07
H 21.264 19.669 47.431  0.15
H 17.908 21.522 46.446  0.16
H 18.172 19.987 46.131  0.11
H 20.577 20.771 45.110  0.12
H 20.202 22.108 45.502  0.05
H 18.825 20.437 43.655  0.00
H 19.632 21.714 43.027  0.14
H 18.093 21.898 43.952  0.07
O 22.104 25.946 51.906  -0.10
H 21.486 26.625 51.782  -0.06
H 21.768 24.991 52.109  0.06
O 16.451 15.927 46.440  -0.07
H 16.260 14.997 46.246  0.04
H 17.315 15.964 46.818  -0.06
O 20.531 24.553 43.448  -0.03
H 19.684 24.630 43.194  -0.10
H 21.060 25.072 42.739  0.13
O 22.024 19.660 42.163  0.05
H 21.427 19.766 41.487  0.01
H 21.434 19.643 42.809  -0.06
O 19.908 27.578 51.648  -0.17
H 20.110 28.617 51.543  0.13
H 19.014 27.207 51.210  0.07
O 22.715 15.595 48.021  -0.12
H 22.006 15.350 48.679  -0.03
H 23.666 15.384 48.259  0.07
O 20.671 14.522 49.369  -0.14
H 21.452 13.872 49.548  0.13
H 20.575 15.083 50.284  0.16
O 16.320 21.659 51.017  -0.11
H 15.864 22.116 50.183  0.10
H 15.984 20.768 51.117  0.06
O 23.020 27.632 50.005  -0.14
H 22.378 27.631 49.333  -0.04
H 22.647 27.240 50.988  0.10
O 18.656 20.389 52.332  0.06
H 18.011 20.913 51.998  -0.04
H 19.103 20.902 52.895  0.00
O 17.938 24.913 42.867  -0.03
H 17.573 25.234 42.095  0.03
H 17.419 24.069 43.057  0.06
O 22.629 23.429 45.093  0.00
H 22.917 22.440 45.106  0.08
H 22.021 23.769 44.627  -0.15
O 23.420 21.422 49.703  -0.06
H 23.140 22.081 50.264  -0.05
H 23.488 20.577 50.318  0.11
O 17.440 24.015 52.071  -0.11
H 17.523 24.515 51.250  -0.03
H 16.761 23.253 51.811  0.06
O 21.802 23.161 52.113  -0.04
H 22.433 22.814 52.721  0.06
H 20.893 23.307 52.454  0.08
O 18.950 15.392 47.236  -0.09
H 19.246 14.751 46.474  0.14
H 19.675 15.259 47.852  -0.01
O 15.950 22.922 48.456  0.00
H 16.073 23.817 48.078  0.05
H 15.654 22.533 47.704  -0.01
O 23.237 20.196 45.038  -0.07
H 23.628 20.195 44.114  0.08
H 23.196 19.245 45.095  0.03
O 18.158 25.618 45.660  -0.04
H 18.981 26.032 45.371  0.06
H 17.642 25.422 44.893  -0.01
O 20.960 18.655 52.410  -0.10
H 20.142 19.157 52.082  0.02
H 20.924 17.699 52.253  0.03
O 17.385 26.520 50.621  -0.13
H 16.629 27.037 50.989  0.09
H 17.159 26.095 49.679  0.07
O 16.378 25.913 48.065  -0.01
H 17.188 25.847 47.609  0.00
H 15.763 26.303 47.459  0.07
O 15.781 23.187 43.829  -0.15
H 15.237 24.102 43.984  0.14
H 15.335 22.595 44.551  0.09

total charge: +1
lowest unoccupied orbital energy: -3.02 eV
total energy: -2245.7747 hartree

(3)
Formula: C3H6O2
Source: the OMol25 dataset
Level of theory: ωB97M-V/def2-TZVPD

Last column: Löwdin charge in e.
CARTESIAN COORDINATES (ANGSTROEM)
C 1.645 -0.450 -0.612  -0.01
C 0.246 -0.058 0.089  -0.29
O 0.417 0.237 1.246  0.02
C -1.349 0.162 -0.095  -0.17
O -1.983 1.031 0.842  -0.07
H 1.977 0.289 -1.350  0.07
H 1.723 -1.435 -1.084  0.06
H 2.390 -0.423 0.213  0.08
H -1.747 -0.849 0.021  0.11
H -1.543 0.654 -1.031  0.11
H -1.764 0.848 1.773  0.09

lowest unoccupied orbital energy: 0.88 eV
structure (SMILES): CC(=O)CO
total energy: -268.3274 hartree

(4)
Formula: C2H2FOTl
Source: the OMol25 dataset
Level of theory: ωB97M-V/def2-TZVPD

Last column: Löwdin charge in e.
CARTESIAN COORDINATES (ANGSTROEM)
C 0.033 0.257 0.219  -0.10
C 0.977 -0.633 0.086  -0.16
O -0.420 1.378 -0.043  0.23
H 0.650 -1.662 -0.093  0.13
H -1.984 0.949 -0.189  0.26
Tl 2.918 -0.128 0.048  1.76
F -2.173 -0.162 -0.029  -0.12

total charge: +2
lowest unoccupied orbital energy (spin up / spin down): -15.59 / -15.56 eV
total energy: -423.9683 hartree

(5)
Formula: C10H10N3
Source: the OMol25 dataset
Level of theory: ωB97M-V/def2-TZVPD

Last column: Mulliken spin population.
CARTESIAN COORDINATES (ANGSTROEM)
C 1.047 2.270 -0.224  0.06
C 1.392 1.673 1.108  0.36
C 0.001 1.910 -0.986  0.07
C -2.476 -0.917 0.749  0.00
C -1.194 -1.340 0.395  -0.01
C -2.889 0.353 0.363  0.02
C -0.830 0.770 -0.629  0.07
C 1.633 0.442 0.984  0.76
C 1.936 -1.641 -0.063  0.05
C -0.338 -0.567 -0.425  -0.02
N -2.038 1.145 -0.215  0.00
N 2.364 -0.466 0.592  0.50
N 0.850 -1.247 -1.069  0.04
H 1.518 3.222 -0.461  0.01
H 1.133 2.158 1.931  0.05
H -0.340 2.505 -1.833  0.01
H -3.218 -1.400 1.314  0.00
H -0.646 -2.282 0.669  0.00
H -3.922 0.538 0.691  0.00
H 2.712 -2.168 -0.518  0.00
H 1.763 -2.449 0.753  0.02
H 1.153 -0.500 -1.660  0.00
H 0.390 -2.011 -1.465  0.00

total charge: +1
lowest unoccupied orbital energy (spin up / spin down): -3.54 / -6.30 eV
spin multiplicity: 3
total energy: -550.7774 hartree

(6)
Formula: H3O2PS
Source: the OMol25 dataset
Level of theory: ωB97M-V/def2-TZVPD

Last column: Löwdin charge in e.
CARTESIAN COORDINATES (ANGSTROEM)
O 0.908 0.388 -0.918  -0.32
O -0.766 -1.157 0.353  -0.61
P 0.676 -1.002 0.071  0.72
S -1.960 0.753 1.053  0.48
H 0.879 0.130 -1.814  0.00
H 1.581 -0.510 1.148  0.01
H -1.318 1.399 0.107  -0.29

lowest unoccupied orbital energy (spin up / spin down): -1.32 / -2.24 eV
total energy: -891.7449 hartree